The following is a quantum chemistry calculation of C24H32N4O4S in the gas phase, from the OMol25 dataset.

```
65
Properties=species:S:1:pos:R:3:forces:R:3:nbo_charge:R:1
C -0.362 -3.877 -0.616 -0.080 0.010 0.176 -0.724
C 0.825 -3.204 0.029 -0.238 -0.250 -0.415 0.710
O 0.932 -3.024 1.220 0.031 0.071 0.348 -0.617
N 1.764 -2.827 -0.896 0.100 -0.136 -0.394 -0.609
C 2.928 -2.099 -0.681 0.383 0.145 0.209 0.174
C 3.549 -2.041 0.567 0.012 -0.159 -0.026 -0.198
C 4.672 -1.253 0.737 0.129 -0.090 -0.107 -0.183
C 5.182 -0.541 -0.329 0.665 0.290 0.214 -0.366
S 6.532 0.604 -0.077 -0.010 0.200 -0.442 2.317
O 6.980 0.515 1.279 -0.366 -0.021 0.168 -0.942
O 7.474 0.460 -1.146 -0.294 -0.011 -0.182 -0.933
N 5.864 2.123 -0.274 0.655 -0.641 0.007 -0.842
C 4.921 2.574 0.727 -0.201 0.093 0.346 -0.264
C 3.568 1.917 0.614 -0.259 0.045 0.193 -0.016
C 2.848 1.993 -0.574 -0.072 0.030 0.191 -0.223
C 1.659 1.307 -0.720 -0.109 0.008 0.019 -0.154
C 1.148 0.549 0.329 0.266 0.111 0.042 -0.158
C -0.092 -0.245 0.092 0.013 0.169 0.297 0.675
O -0.349 -0.723 -1.003 -0.129 0.021 -0.341 -0.667
N -0.901 -0.373 1.159 0.001 0.085 0.284 -0.596
C -2.106 -1.168 1.167 -0.204 -0.098 0.123 -0.246
C -3.319 -0.405 1.716 0.103 -0.193 -0.160 -0.204
N -4.058 0.285 0.681 0.082 0.066 0.123 -0.463
C -3.291 1.353 0.069 0.086 0.177 -0.121 -0.215
C -4.064 2.138 -0.992 0.104 -0.209 0.011 -0.410
C -4.971 1.261 -1.858 -0.126 0.272 -0.049 -0.405
C -6.369 1.100 -1.264 0.101 -0.312 -0.007 -0.389
C -6.403 0.226 -0.014 -0.102 0.340 0.101 -0.395
C -5.410 0.660 1.068 -0.280 -0.278 -0.125 -0.222
C 1.847 0.498 1.530 -0.211 0.126 -0.119 -0.134
C 3.046 1.174 1.665 -0.034 0.318 -0.052 -0.221
C 4.615 -0.640 -1.586 -0.025 -0.171 -0.120 -0.176
C 3.492 -1.420 -1.765 0.086 -0.003 0.086 -0.236
H -0.894 -3.138 -1.213 -0.051 0.042 -0.068 0.255
H -0.036 -4.688 -1.263 0.010 -0.082 -0.062 0.226
H -1.024 -4.265 0.151 0.019 -0.003 0.032 0.237
H 1.461 -2.861 -1.860 -0.026 -0.010 0.203 0.404
H 3.132 -2.588 1.395 -0.003 0.001 0.032 0.246
H 5.164 -1.173 1.693 -0.021 -0.025 0.169 0.244
H 5.584 2.280 -1.229 0.061 -0.008 -0.237 0.393
H 5.382 2.334 1.686 -0.167 0.213 0.056 0.236
H 4.828 3.662 0.640 0.079 -0.136 0.046 0.218
H 3.229 2.583 -1.395 0.031 0.057 -0.139 0.206
H 1.111 1.341 -1.649 -0.039 -0.029 -0.100 0.231
H -0.616 0.027 2.038 0.064 0.048 -0.146 0.398
H -2.302 -1.474 0.139 -0.020 -0.037 0.100 0.239
H -1.930 -2.059 1.779 -0.029 0.007 -0.092 0.206
H -3.993 -1.135 2.167 0.059 0.054 0.046 0.204
H -2.975 0.282 2.515 -0.065 -0.060 0.021 0.154
H -2.429 0.890 -0.415 0.034 0.081 0.018 0.204
H -2.910 2.063 0.830 0.035 -0.096 -0.044 0.161
H -4.666 2.921 -0.526 0.014 0.065 -0.015 0.193
H -3.326 2.638 -1.623 -0.008 0.065 0.061 0.215
H -4.510 0.281 -1.987 0.040 -0.083 -0.130 0.208
H -5.070 1.721 -2.844 0.038 -0.055 -0.022 0.205
H -7.027 0.656 -2.014 -0.062 0.064 0.000 0.206
H -6.767 2.090 -1.025 -0.044 0.050 -0.034 0.189
H -6.163 -0.803 -0.287 -0.025 -0.064 0.056 0.203
H -7.413 0.241 0.401 -0.068 -0.051 0.008 0.200
H -5.673 0.146 1.997 0.076 0.077 -0.013 0.198
H -5.499 1.736 1.260 -0.006 0.011 0.095 0.177
H 1.493 -0.119 2.343 -0.027 -0.110 0.078 0.212
H 3.597 1.108 2.591 0.107 -0.055 0.104 0.218
H 5.062 -0.105 -2.410 -0.024 0.044 -0.185 0.231
H 3.028 -1.491 -2.737 -0.059 0.019 -0.117 0.214
```
Forces are in eV/Å.

- ΔE to the lowest compared entry with this formula, charge and spin: 1.1587 eV
- 2S+1: 1
- SMILES string: CC(=O)Nc1ccc(S(=O)(=O)NCc2ccc(C(=O)NCCN3CCCCCC3)cc2)cc1


The following is a quantum chemistry calculation of a gas-phase ion, C2IN2O2S (charge -1) at a distorted geometry, from the OMol25 dataset.

```
8
Properties=species:S:1:pos:R:3:forces:R:3:nbo_charge:R:1
C -0.542 0.193 -0.118 -1.875 2.288 -0.760 0.647
C 0.431 1.284 -2.167 -0.160 -0.123 0.294 0.861
N -0.297 0.755 -1.402 -0.054 0.344 -1.951 -0.559
N 0.512 -0.473 0.090 2.069 -2.435 2.780 -0.573
O -1.579 0.566 0.372 -1.000 -0.573 1.607 -0.657
O 1.056 1.836 -2.985 0.625 0.454 -0.712 -0.569
S -0.023 -2.395 4.280 -0.122 0.833 -0.790 -0.607
I 0.442 -1.766 1.931 0.517 -0.789 -0.468 0.457
```
Forces are in eV/Å.

- Charge: -1
- ΔE to the lowest compared entry with this formula, charge and spin: 1.8465 eV
- 2S+1: 1


The following is a quantum chemistry calculation of C16H18BNO3 in the gas phase at a distorted geometry, from the OMol25 dataset.

```
39
Properties=species:S:1:pos:R:3:forces:R:3:nbo_charge:R:1
O 2.343 0.432 -0.834 -0.402 0.439 -0.132 -0.617
C 1.269 1.016 -0.819 0.033 -2.683 -0.418 0.705
C 1.101 2.327 -1.470 -0.889 1.491 -0.063 -0.505
C 2.090 3.378 -0.984 1.149 1.476 -0.824 -0.427
C 2.068 3.523 0.507 0.202 -0.436 -0.966 -0.014
C 1.369 4.518 1.168 0.468 -1.075 -0.211 -0.222
C 1.226 4.382 2.516 -0.848 1.181 0.780 -0.202
C 1.884 3.423 3.216 1.903 -0.685 -1.545 -0.223
C 2.752 2.529 2.572 -2.514 1.833 -0.560 -0.172
C 2.713 2.510 1.193 -0.361 0.552 1.667 -0.235
N 0.111 0.309 -0.413 0.527 1.499 1.145 -0.639
C 0.313 -0.987 0.228 2.788 1.057 0.335 -0.269
C -0.488 -2.049 -0.319 -1.994 0.692 -0.557 -0.002
C -0.746 -3.162 0.468 2.972 0.373 -0.268 -0.226
C -1.685 -3.998 0.069 -2.281 -1.790 -0.522 -0.153
C -2.511 -3.708 -1.010 -0.712 -0.644 -0.923 -0.411
B -3.582 -4.804 -1.333 -0.935 -0.349 0.874 1.129
O -4.571 -5.070 -0.329 0.009 -1.772 -1.342 -0.906
O -3.535 -5.545 -2.499 -0.539 0.592 0.633 -0.870
C -2.293 -2.574 -1.765 1.047 0.603 0.144 -0.145
C -1.238 -1.701 -1.439 -1.134 -1.737 2.015 -0.238
H 0.076 2.634 -1.382 -0.677 0.548 0.880 0.214
H 1.072 2.218 -2.537 0.880 -0.511 -0.766 0.251
H 2.053 4.400 -1.419 -1.214 -0.549 -0.089 0.223
H 3.109 3.185 -1.354 -0.189 -0.857 0.459 0.230
H 0.913 5.343 0.697 -0.455 0.655 -0.856 0.211
H 0.598 5.088 3.041 0.011 0.099 0.139 0.206
H 1.927 3.462 4.236 -0.369 -0.046 2.624 0.203
H 3.251 1.848 3.157 1.246 -1.641 0.977 0.203
H 3.017 1.633 0.720 1.213 -0.701 -0.987 0.240
H -0.597 0.831 0.141 0.782 -0.018 -1.103 0.397
H 1.376 -1.282 0.111 -0.360 0.527 0.258 0.250
H 0.121 -0.838 1.275 0.002 -0.258 0.647 0.201
H -0.011 -3.489 1.191 -0.182 0.378 0.596 0.210
H -1.898 -4.927 0.566 0.175 -0.207 0.491 0.208
H -5.082 -5.950 -0.435 1.314 2.232 0.129 0.482
H -4.402 -5.961 -2.553 0.106 -0.439 -0.460 0.477
H -2.910 -2.299 -2.581 -0.741 -0.036 -0.679 0.204
H -1.201 -0.648 -1.595 -0.030 0.207 -1.521 0.233
```
Forces are in eV/Å.

- ΔE to the lowest compared entry with this formula, charge and spin: 0.1080 eV
- 2S+1: 1
- SMILES string: O=C(CCc1ccccc1)NCc1ccc(B(O)O)cc1


The following is a quantum chemistry calculation of a gas-phase ion, C12H11FN3S (charge +1), from the OMol25 dataset.

```
28
Properties=species:S:1:pos:R:3:forces:R:3:nbo_charge:R:1
F 5.066 1.426 0.202 0.011 -0.014 -0.015 -0.290
C 3.997 0.660 0.006 -0.304 -0.116 -0.038 0.415
C 4.147 -0.719 -0.049 0.012 0.264 -0.047 -0.232
C 3.031 -1.506 -0.243 -0.250 0.145 0.061 -0.197
C 1.769 -0.925 -0.375 0.521 0.518 0.184 0.086
N 0.669 -1.793 -0.562 -0.248 -0.060 -0.010 -0.565
C -0.544 -1.799 0.005 -0.359 -0.841 -0.130 0.186
S -1.687 -2.938 -0.150 0.112 0.198 0.090 0.045
N -0.841 -0.619 0.887 0.389 0.228 -0.008 -0.586
C -1.939 0.222 0.369 -0.574 0.452 -0.204 0.046
C -2.964 0.613 1.219 0.206 -0.038 -0.114 -0.167
C -3.980 1.397 0.698 0.173 -0.080 -0.078 -0.219
C -3.920 1.746 -0.647 -0.236 0.032 0.401 0.076
N -2.947 1.354 -1.447 0.112 0.095 -0.536 -0.369
C -1.979 0.604 -0.967 0.349 -0.284 0.358 0.029
C 1.641 0.466 -0.353 0.108 -0.297 -0.172 -0.281
C 2.758 1.259 -0.158 0.304 -0.019 0.146 -0.233
H 5.127 -1.156 0.057 0.108 -0.038 0.020 0.256
H 3.132 -2.580 -0.287 0.019 -0.142 0.027 0.235
H 0.878 -2.643 -1.075 -0.223 0.082 0.052 0.447
H 0.028 -0.061 1.002 -0.302 -0.103 0.170 0.462
H -1.141 -0.980 1.804 0.223 -0.058 -0.309 0.467
H -2.974 0.314 2.257 -0.020 -0.037 0.123 0.232
H -4.798 1.721 1.319 -0.074 0.032 0.056 0.248
H -4.684 2.357 -1.106 -0.119 0.060 0.052 0.222
H -1.228 0.291 -1.680 0.164 -0.121 -0.029 0.211
H 0.703 0.955 -0.577 -0.117 0.027 -0.046 0.224
H 2.680 2.334 -0.150 0.016 0.114 -0.002 0.251
```
Forces are in eV/Å.

- Charge: +1
- 2S+1: 1
- SMILES string: Fc1ccc(NC(=S)[NH2+]c2cccnc2)cc1
- Energy: -30638.26111 eV